1.
This record from the OMol25 dataset describes a molecular structure, C7H8O. The level of theory is ωB97M-V/def2-TZVPD.

XYZ file:
```
16
Properties=species:S:1:pos:R:3
C -1.394 -0.159 -0.381
C -0.495 -0.854 0.682
C 0.752 -1.337 -0.158
C 1.294 -0.057 -0.925
C 0.586 1.056 -0.857
C -0.658 1.095 -0.091
C -0.434 0.512 1.302
H -0.838 -1.751 1.136
H 0.771 -2.321 -0.702
H 1.660 -1.317 0.679
H 2.264 -0.215 -1.477
H 0.869 2.105 -1.227
H -1.136 2.116 -0.363
H 0.400 0.894 1.827
H -1.404 0.768 1.794
O -2.237 -0.536 -1.239
```

Calculated values
Lowest unoccupied orbital energy, eV: 0.84
Molecular weight, g/mol: 108.14
F_max, hartree/bohr: 0.1006
E_HOMO, eV: -9.0

2.
This record from the OMol25 dataset describes a molecular structure, C24H24N2O4S. The level of theory is ωB97M-V/def2-TZVPD.

XYZ file:
```
55
Properties=species:S:1:pos:R:3
C 1.861 2.723 5.938
C 1.469 2.871 4.394
C 1.353 1.447 3.696
C -0.085 1.098 3.153
C -0.672 2.131 2.104
C -0.661 1.570 0.590
C 0.726 2.044 -0.008
C 1.969 1.207 0.233
C 3.267 1.622 -0.262
C 3.340 2.907 -1.021
N 4.472 3.503 -1.558
S 3.911 4.915 -2.268
N 2.239 4.910 -2.017
C 2.087 3.736 -1.297
C 0.743 3.292 -0.782
H 1.866 3.762 6.370
H 1.128 2.086 6.504
H 2.902 2.311 6.072
H 0.535 3.481 4.275
H 2.336 3.441 3.937
H 2.179 1.350 2.941
H 1.589 0.684 4.504
H -0.107 0.062 2.692
H -0.785 1.065 4.044
H -0.074 3.080 2.140
H -1.745 2.431 2.318
H -0.738 0.451 0.578
H -1.527 2.030 0.030
H 1.847 0.250 0.810
H 4.149 0.970 -0.021
H -0.205 3.858 -0.937
C -1.373 -1.274 -4.815
C -1.522 -1.467 -3.505
C -0.808 -0.624 -2.521
O -0.944 -0.804 -1.322
C 0.076 0.442 -3.046
C 0.223 0.635 -4.355
C -0.491 -0.209 -5.342
O -0.358 -0.032 -6.536
H -1.887 -1.881 -5.550
H -2.167 -2.245 -3.100
H 0.589 1.049 -2.312
H 0.865 1.409 -4.757
C -2.485 -4.111 -0.673
C -2.589 -4.851 0.429
C -2.744 -6.322 0.355
O -2.841 -6.997 1.359
C -2.778 -6.937 -0.992
C -2.674 -6.197 -2.094
C -2.519 -4.727 -2.018
O -2.422 -4.049 -3.025
H -2.371 -3.033 -0.638
H -2.566 -4.417 1.421
H -2.891 -8.014 -1.027
H -2.697 -6.630 -3.086
```

Calculated values
Lowest unoccupied orbital energy, eV: -1.84
Molecular weight, g/mol: 436.53
F_max, hartree/bohr: 0.0868
E_HOMO, eV: -8.8

3.
This record from the OMol25 dataset describes a molecular structure, C13H23F3NO4P2Re. The level of theory is ωB97M-V/def2-TZVPD.

XYZ file:
```
47
Properties=species:S:1:pos:R:3
Re -0.249 -0.438 0.763
P 2.004 -0.509 0.707
C 2.251 -1.537 -0.821
C 1.159 -1.685 -1.693
N -0.065 -1.176 -1.245
C -1.169 -1.165 -2.007
C -1.211 -1.971 -3.153
C -0.002 -2.417 -3.692
C 1.195 -2.146 -3.049
C -2.380 -0.499 -1.394
P -1.843 0.867 -0.183
H 2.168 -2.284 -3.528
H -2.184 -2.236 -3.567
H -0.013 -3.001 -4.612
H -3.057 -0.075 -2.146
H -2.967 -1.232 -0.815
H 2.418 1.837 -3.017
H 3.242 -1.861 -1.191
H 0.733 4.512 0.157
O 2.461 2.310 -3.848
H 2.410 3.247 -3.589
H -0.365 0.711 1.876
O 1.105 5.296 0.527
H 1.187 5.146 1.475
C -1.827 2.258 -1.402
H -2.634 2.141 -2.146
H -1.962 3.222 -0.889
H -0.867 2.266 -1.935
C -3.345 1.364 0.748
H -3.214 2.405 1.069
H -4.270 1.298 0.161
H -3.448 0.741 1.643
C 2.708 -1.827 1.781
H 3.646 -2.103 1.283
H 2.881 -1.551 2.828
H 2.003 -2.664 1.724
C 3.132 0.866 1.182
H 2.885 1.163 2.212
H 4.195 0.588 1.168
H 2.982 1.753 0.554
F -1.537 -1.578 5.719
C -1.625 -2.047 4.456
F -0.995 -3.245 4.398
F -2.941 -2.243 4.174
C -0.997 -1.046 3.388
O -0.731 0.093 3.738
O -0.869 -1.550 2.189
```

Calculated values
Lowest unoccupied orbital energy (spin up / spin down), eV: -13.62 / -14.16
Net charge: +3
Molecular weight, g/mol: 562.48
F_max, hartree/bohr: 0.1110
Spin multiplicity: 4
E_HOMO (spin up / spin down), eV: -18.6 / -18.6

4.
This record from the OMol25 dataset describes a gas-phase ion, C9H12N (charge +1). The level of theory is ωB97M-V/def2-TZVPD.

XYZ file:
```
22
Properties=species:S:1:pos:R:3
C 0.597 2.019 -1.603
C 0.461 1.884 -0.082
C -0.555 2.862 0.505
C -0.087 0.546 0.038
C 0.503 -0.538 0.447
N -0.003 -1.818 0.557
C 0.453 -2.974 1.353
C 0.086 -3.074 -0.129
C -1.116 -3.236 -0.860
C -1.428 -2.289 0.183
H -0.098 1.298 -1.882
H 0.355 3.036 -1.936
H 1.638 1.669 -1.726
H 1.424 2.044 0.293
H -0.579 2.611 1.586
H -0.505 4.015 0.340
H -1.502 2.562 0.047
H -1.146 0.550 -0.091
H 1.632 -0.602 0.767
H -0.112 -3.550 2.013
H 1.456 -2.946 1.748
H -1.476 -4.067 -1.566
```

Calculated values
Lowest unoccupied orbital energy, eV: -5.28
Net charge: +1
Molecular weight, g/mol: 134.20
F_max, hartree/bohr: 0.0962
E_HOMO, eV: -13.8
SMILES string: CC(C)/C=C/[N@+]12C[C@]13C=C32

5.
This record from the OMol25 dataset describes a molecular structure, C18H39BrIrN2OSi4Te. The level of theory is ωB97M-V/def2-TZVPD.

XYZ file:
```
67
Properties=species:S:1:pos:R:3
Ir 0.155 -0.270 0.048
C -0.862 5.304 0.465
C 0.119 4.183 0.262
C 1.492 4.367 0.387
C 2.362 3.308 0.177
C 1.799 2.093 -0.135
Br 2.828 0.524 -0.392
N 0.498 1.873 -0.254
C -0.324 2.911 -0.073
H -0.349 6.257 0.569
H -1.456 5.140 1.366
H -1.552 5.373 -0.376
H 1.886 5.342 0.645
H 3.434 3.419 0.257
H -1.379 2.705 -0.218
N -3.690 0.242 1.445
C -2.388 0.247 1.206
O -1.954 0.011 0.050
C -1.431 0.563 2.287
C -0.203 -0.294 2.070
H -4.330 0.045 0.691
H -4.057 0.418 2.363
H -1.873 0.431 3.277
H -1.178 1.623 2.181
H -0.384 -1.314 2.401
H 0.641 0.103 2.634
C -0.809 -7.373 2.385
Si -0.939 -5.547 1.991
C -0.002 -4.553 3.268
C -2.736 -5.029 2.006
Si -0.021 -5.230 -0.147
Te -0.092 -2.706 -0.594
Si 2.272 -5.733 -0.278
C 2.430 -7.598 -0.201
C 3.172 -4.949 1.159
C 2.966 -5.083 -1.885
Si -1.345 -6.065 -1.905
C -0.538 -5.623 -3.530
C -1.464 -7.919 -1.704
C -3.038 -5.283 -1.837
H -1.252 -7.587 3.362
H 0.232 -7.702 2.415
H -1.332 -7.982 1.644
H -0.466 -4.665 4.252
H 0.002 -3.489 3.014
H 1.035 -4.880 3.349
H -3.145 -5.101 3.018
H -3.339 -5.667 1.357
H -2.852 -3.997 1.665
H 2.008 -7.997 0.725
H 3.480 -7.898 -0.242
H 1.915 -8.078 -1.037
H 2.862 -5.384 2.111
H 2.984 -3.873 1.199
H 4.250 -5.100 1.060
H 2.489 -5.551 -2.748
H 4.040 -5.281 -1.947
H 2.816 -4.004 -1.962
H 0.423 -6.126 -3.654
H -0.365 -4.545 -3.593
H -1.177 -5.912 -4.369
H -0.478 -8.390 -1.710
H -2.045 -8.349 -2.524
H -1.957 -8.190 -0.768
H -2.957 -4.194 -1.866
H -3.575 -5.555 -0.926
H -3.642 -5.602 -2.691
```

Calculated values
Lowest unoccupied orbital energy, eV: -3.48
Net charge: +1
Molecular weight, g/mol: 811.59
F_max, hartree/bohr: 0.0304
E_HOMO, eV: -9.4

6.
This record from the OMol25 dataset describes C9H21NO2S2 in the gas phase. The level of theory is ωB97M-V/def2-TZVPD.

XYZ file:
```
35
Properties=species:S:1:pos:R:3
C -2.116 -0.846 -2.568
C -2.859 -1.528 -1.437
C -2.136 -1.372 -0.089
C -1.939 0.095 0.330
C -1.605 0.237 1.801
C -0.448 -0.611 2.267
C 0.900 -0.394 1.601
C 1.634 0.942 1.723
S 1.004 2.340 0.762
C 1.496 1.783 -0.886
S 3.322 1.604 -1.177
N 3.564 -0.005 -0.816
O 4.021 2.408 -0.187
O 3.577 1.792 -2.597
H -1.052 -1.041 -2.569
H -2.545 -1.127 -3.541
H -2.280 0.242 -2.520
H -3.904 -1.168 -1.335
H -2.995 -2.599 -1.692
H -2.675 -1.898 0.691
H -1.176 -1.899 -0.144
H -1.110 0.504 -0.262
H -2.853 0.660 0.071
H -1.487 1.301 2.057
H -2.475 -0.097 2.392
H -0.349 -0.426 3.374
H -0.699 -1.680 2.201
H 0.890 -0.769 0.530
H 1.564 -1.134 2.106
H 2.669 0.819 1.449
H 1.660 1.290 2.765
H 1.210 2.500 -1.635
H 1.084 0.790 -1.023
H 3.865 -0.588 -1.596
H 4.242 -0.126 -0.044
```

Calculated values
Lowest unoccupied orbital energy, eV: 0.46
Molecular weight, g/mol: 239.41
F_max, hartree/bohr: 0.0340
E_HOMO, eV: -8.9
SMILES string: CCCCCCCCSCS(N)(=O)=O

7.
This record from the OMol25 dataset describes 11 unconnected molecules or ions with the total composition C20H42Cl20N3. The level of theory is ωB97M-V/def2-TZVPD.

XYZ file:
```
85
Properties=species:S:1:pos:R:3
C 1.758 -0.773 2.257
C 2.492 0.049 1.129
C 1.580 0.513 -0.073
C 0.066 0.713 0.273
C -0.192 2.108 0.980
C -1.764 2.347 0.959
N -2.479 1.315 1.740
C -3.370 0.450 1.247
N -2.941 -0.436 0.193
C -3.499 -1.797 0.395
C -5.075 -1.630 0.425
C -5.388 -0.840 1.723
N -4.658 0.462 1.829
H 0.913 -0.180 2.681
H 1.449 -1.808 1.952
H 2.480 -0.923 3.105
H 3.068 0.884 1.607
H 3.278 -0.638 0.692
H 1.964 1.521 -0.391
H 1.688 -0.127 -0.980
H -0.475 0.794 -0.713
H -0.407 -0.137 0.810
H 0.227 2.148 2.013
H 0.224 2.913 0.319
H -1.982 3.326 1.467
H -2.079 2.402 -0.106
H -2.266 1.246 2.731
H -3.164 -0.064 -0.732
H -3.204 -2.133 1.425
H -3.180 -2.523 -0.386
H -5.325 -1.009 -0.468
H -5.576 -2.621 0.377
H -6.483 -0.627 1.823
H -5.121 -1.466 2.616
H -4.498 0.600 2.836
C 2.712 2.859 -3.226
Cl 2.499 1.113 -3.407
Cl 1.327 3.598 -2.412
H 3.607 3.044 -2.638
H 2.818 3.303 -4.211
C -7.170 1.058 -2.609
Cl -7.960 -0.504 -2.839
Cl -5.429 0.866 -2.351
H -7.328 1.668 -3.493
H -7.602 1.546 -1.740
C 1.590 -3.815 -0.696
Cl 2.137 -2.621 -1.871
Cl 0.299 -3.152 0.316
H 1.213 -4.688 -1.221
H 2.429 -4.096 -0.066
C 3.950 -1.101 -6.209
Cl 5.286 -0.656 -7.280
Cl 3.958 -2.834 -5.852
H 4.049 -0.551 -5.277
H 3.001 -0.849 -6.691
C 5.414 -0.676 3.215
Cl 4.862 -1.979 4.278
Cl 5.760 -1.277 1.588
H 4.638 0.082 3.153
H 6.320 -0.244 3.628
C 8.450 -1.945 -1.634
Cl 8.823 -3.624 -1.230
Cl 6.726 -1.603 -1.444
H 9.013 -1.291 -0.974
H 8.733 -1.760 -2.667
C 6.668 2.427 5.177
Cl 6.112 1.131 6.242
Cl 7.011 1.821 3.551
H 5.894 3.187 5.112
H 7.576 2.858 5.590
C 0.413 -1.830 -5.079
Cl 0.952 -0.616 -6.246
Cl -0.878 -1.197 -4.050
H 0.043 -2.697 -5.617
H 1.255 -2.115 -4.453
C -8.469 -3.338 1.293
Cl -7.573 -3.456 2.814
Cl -9.097 -1.706 1.038
H -7.805 -3.591 0.472
H -9.302 -4.035 1.322
C -3.069 5.978 2.582
Cl -3.847 4.400 2.381
Cl -1.333 5.804 2.864
H -3.222 6.562 1.679
H -3.516 6.484 3.432
```

Calculated values
Lowest unoccupied orbital energy, eV: -3.71
Net charge: +1
Molecular weight, g/mol: 1033.64
F_max, hartree/bohr: 0.0893
E_HOMO, eV: -11.9

8.
This record from the OMol25 dataset describes C20H21FN2O2 in the gas phase. The level of theory is ωB97M-V/def2-TZVPD.

XYZ file:
```
46
Properties=species:S:1:pos:R:3
C 4.901 -0.679 -0.061
C 4.765 0.369 -1.131
C 5.811 0.598 -2.011
C 5.722 1.556 -3.005
C 4.564 2.303 -3.127
C 3.505 2.092 -2.265
C 3.594 1.132 -1.262
N 2.530 0.869 -0.395
C 1.426 1.653 -0.148
O 1.246 2.749 -0.638
N 0.555 1.122 0.781
C -0.638 1.899 1.064
C -1.780 1.506 0.128
C -2.066 -0.005 0.154
C -2.746 -0.427 1.447
O -2.355 -0.077 2.539
C -3.943 -1.303 1.325
C -4.139 -2.195 0.271
C -5.265 -2.994 0.232
C -6.201 -2.885 1.246
F -7.304 -3.654 1.199
C -6.031 -2.015 2.309
C -4.893 -1.236 2.346
C -0.750 -0.787 -0.012
C 0.309 -0.290 0.978
H 5.895 -1.118 -0.096
H 4.177 -1.484 -0.201
H 4.759 -0.251 0.932
H 6.715 0.014 -1.912
H 6.552 1.717 -3.677
H 4.480 3.055 -3.898
H 2.607 2.679 -2.351
H 2.696 0.108 0.242
H -0.394 2.953 0.925
H -0.919 1.722 2.104
H -2.682 2.057 0.399
H -1.502 1.785 -0.891
H -2.729 -0.238 -0.684
H -3.403 -2.294 -0.511
H -5.427 -3.696 -0.571
H -6.778 -1.962 3.086
H -4.721 -0.554 3.164
H -0.921 -1.855 0.139
H -0.381 -0.636 -1.030
H 1.217 -0.884 0.867
H -0.056 -0.419 2.002
```

Calculated values
Lowest unoccupied orbital energy, eV: 0.19
Molecular weight, g/mol: 340.40
F_max, hartree/bohr: 0.0111
E_HOMO, eV: -8.1
SMILES string: Cc1ccccc1NC(=O)N1CCC(C(=O)c2ccc(F)cc2)CC1